# 1
The following is a DFT calculation (ωB97M-V with the def2-TZVPD basis set) of a single C19H22ClN3O4S molecule at a distorted geometry.

Results
Relative energy (zero: lowest compared OMol25 entry of this formula, charge and spin), kcal per mole: 15.3
Gap between HOMO and LUMO, eV: 9.02
HOMO energy, Eh: -0.32123
SMILES: COc1ccccc1CNC(=O)N1CCN(S(=O)(=O)c2ccc(Cl)cc2)CC1
Max |F|, hartree/bohr: 0.0198

Last column: Löwdin charge in e.
Atoms and positions in Å:
1 C -1.7356 0.8375 -0.4395  -0.076
2 O -0.6016 1.5845 -0.0811  -0.089
3 C -0.2349 2.6341 -0.8723  -0.221
4 C -0.7500 2.8758 -2.1396  -0.019
5 C -0.3041 3.9606 -2.8771  -0.086
6 C 0.6545 4.8110 -2.3617  -0.095
7 C 1.1670 4.5724 -1.0967  -0.041
8 C 0.7330 3.4995 -0.3380  -0.138
9 C 1.2796 3.2453 1.0408  -0.115
10 N 1.9829 1.9839 1.1117  0.088
11 C 1.5949 1.0038 1.9679  -0.535
12 O 0.7821 1.1975 2.8507  0.061
13 N 2.2753 -0.2026 1.8537  -0.048
14 C 2.7135 -0.7593 0.5918  -0.119
15 C 1.5697 -1.5493 -0.0601  -0.161
16 N 1.1434 -2.5733 0.8610  -0.234
17 S 0.3197 -3.8650 0.2250  0.663
18 O 0.1019 -4.7961 1.2888  -0.272
19 O 1.0323 -4.2821 -0.9452  -0.279
20 C -1.2655 -3.1941 -0.2898  -0.260
21 C -1.4367 -2.7989 -1.6026  -0.055
22 C -2.6364 -2.2316 -1.9963  -0.105
23 C -3.6440 -2.0600 -1.0558  -0.680
24 Cl -5.1302 -1.3307 -1.5338  0.696
25 C -3.4744 -2.4639 0.2620  -0.090
26 C -2.2732 -3.0373 0.6430  -0.053
27 C 0.7005 -2.0588 2.1362  -0.164
28 C 1.8417 -1.2509 2.7601  -0.120
29 H -2.6107 1.4787 -0.5822  0.107
30 H -1.9215 0.1602 0.3935  0.092
31 H -1.5667 0.2477 -1.3478  0.084
32 H -1.4998 2.2253 -2.5616  0.104
33 H -0.7148 4.1355 -3.8602  0.104
34 H 1.0005 5.6560 -2.9365  0.100
35 H 1.9103 5.2388 -0.6835  0.110
36 H 0.4659 3.1709 1.7686  0.131
37 H 1.9487 4.0628 1.3323  0.125
38 H 2.6832 1.8162 0.4112  0.129
39 H 3.0632 0.0126 -0.0924  0.115
40 H 3.5432 -1.4417 0.7994  0.134
41 H 1.9029 -2.0508 -0.9688  0.122
42 H 0.7451 -0.8576 -0.2957  0.124
43 H -0.6325 -2.9606 -2.3028  0.118
44 H -2.7956 -1.9279 -3.0191  0.112
45 H -4.2739 -2.3332 0.9740  0.112
46 H -2.1142 -3.3843 1.6514  0.119
47 H 0.4381 -2.9148 2.7568  0.121
48 H -0.1740 -1.4012 2.0171  0.127
49 H 1.5031 -0.7803 3.6831  0.126
50 H 2.6941 -1.9042 2.9600  0.132

# 2
The following is a DFT calculation (ωB97M-V with the def2-TZVPD basis set) of a molecular structure, C36H102As3F21N12O22 at a distorted geometry.

Results
Relative energy (zero: lowest compared OMol25 entry of this formula, charge and spin), kcal per mole: 341.7
Gap between HOMO and LUMO, eV: 2.69
HOMO energy, Eh: -0.18812
Max |F|, hartree/bohr: 0.1137

Last column: Löwdin charge in e.
Atoms and positions in Å:
1 C 7.5121 0.6610 -4.4820  -0.039
2 C 6.0177 0.4548 -4.6333  -0.283
3 C 5.4048 -0.7174 -3.8676  -0.183
4 O 3.9957 -0.8638 -3.7871  -0.184
5 C 3.3659 -1.3324 -4.9701  -0.090
6 N 5.4516 1.8057 -4.2028  0.259
7 H 4.6016 2.0050 -4.7106  0.162
8 H 5.2450 2.0195 -3.2375  0.171
9 H 6.0799 2.5555 -4.4544  0.160
10 H 8.1100 -0.2367 -4.6391  0.096
11 H 7.7375 1.0179 -3.4770  0.099
12 H 7.8571 1.4567 -5.1423  0.091
13 H 5.8107 0.3343 -5.6966  0.152
14 H 5.6974 -0.6683 -2.8187  0.137
15 H 5.7263 -1.6860 -4.2506  0.136
16 H 2.3006 -1.3032 -4.7411  0.097
17 H 3.4734 -2.3530 -5.3373  0.092
18 H 3.5220 -0.6690 -5.8208  0.089
19 C -6.2550 -12.4777 -1.8344  -0.035
20 C -5.1740 -11.3697 -1.8553  -0.263
21 C -5.2463 -10.3284 -0.7783  -0.250
22 O -4.3206 -9.3125 -0.9780  -0.171
23 C -4.6635 -8.0210 -0.3365  -0.027
24 N -3.8567 -12.1915 -1.9312  0.260
25 H -3.8032 -12.7619 -2.7630  0.168
26 H -3.0401 -11.5989 -1.8855  0.167
27 H -3.8392 -12.8492 -1.1649  0.156
28 H -7.2749 -12.1464 -1.6392  0.097
29 H -6.0704 -13.2525 -1.0903  0.082
30 H -6.2974 -12.9644 -2.8088  0.091
31 H -5.3376 -10.7739 -2.7533  0.166
32 H -5.2711 -10.7934 0.2072  0.134
33 H -6.2247 -9.8559 -0.8653  0.139
34 H -3.8228 -7.3448 -0.4917  0.098
35 H -4.9521 -8.0879 0.7124  0.079
36 H -5.6177 -7.6313 -0.6914  0.094
37 C -0.3264 2.7251 0.1985  0.000
38 C 0.0015 1.2394 0.1601  -0.317
39 C -1.0740 0.2419 -0.2093  -0.165
40 O -0.5113 -1.0253 -0.5478  -0.235
41 C -1.2614 -2.0090 -1.2900  -0.041
42 N 1.2473 1.0235 -0.6459  0.242
43 H 1.5448 0.0620 -0.7301  0.152
44 H 1.1448 1.3047 -1.6105  0.175
45 H 1.9858 1.5085 -0.1565  0.175
46 H -0.6733 2.9117 -0.8178  0.101
47 H 0.5148 3.3564 0.4846  0.099
48 H -1.0931 2.8989 0.9536  0.102
49 H 0.3427 0.9300 1.1481  0.152
50 H -1.8040 0.5716 -0.9487  0.144
51 H -1.6732 0.0429 0.6792  0.134
52 H -1.7490 -2.6301 -0.5386  0.081
53 H -0.4734 -2.5459 -1.8181  0.090
54 H -2.0124 -1.5229 -1.9128  0.103
55 C -1.2823 6.8811 -4.6988  -0.021
56 C -0.2662 7.6259 -5.5633  -0.267
57 C -0.5791 9.0828 -5.7711  -0.227
58 O -0.7451 9.7148 -4.5396  -0.180
59 C -1.3943 10.9663 -4.7284  -0.079
60 N 1.2243 7.3694 -5.1614  0.273
61 H 1.4298 7.9020 -4.3282  0.164
62 H 1.4074 6.3809 -5.0644  0.168
63 H 1.9173 7.6768 -5.8287  0.161
64 H -1.3220 7.3662 -3.7235  0.084
65 H -1.1370 5.8230 -4.4813  0.103
66 H -2.2877 6.8996 -5.1195  0.113
67 H -0.4969 7.0450 -6.4563  0.152
68 H -1.4550 9.1874 -6.4114  0.141
69 H 0.2384 9.5859 -6.2874  0.130
70 H -0.8202 11.5915 -5.4123  0.087
71 H -1.5437 11.5004 -3.7900  0.094
72 H -2.3342 10.7898 -5.2513  0.095
73 C 2.0313 -7.0388 5.5891  -0.012
74 C 0.7358 -6.1307 5.3985  -0.271
75 C 0.1518 -6.2087 4.0027  -0.196
76 O -1.1452 -5.6719 3.8493  -0.181
77 C -1.1912 -4.2652 3.7576  -0.077
78 N -0.2957 -6.4740 6.4458  0.243
79 H 0.0691 -6.4553 7.3875  0.174
80 H -1.0941 -5.8589 6.3806  0.163
81 H -0.6665 -7.4000 6.2870  0.172
82 H 2.7291 -6.8696 4.7690  0.085
83 H 1.9042 -8.1195 5.5265  0.084
84 H 2.6559 -6.8941 6.4706  0.085
85 H 0.9531 -5.0725 5.5436  0.154
86 H 0.0603 -7.2571 3.7188  0.142
87 H 0.7859 -5.6850 3.2873  0.140
88 H -0.9023 -3.7469 4.6719  0.086
89 H -2.2186 -3.9118 3.6703  0.105
90 H -0.5034 -3.9853 2.9597  0.103
91 C 2.1795 11.6154 0.2092  -0.047
92 C 1.1849 11.0603 1.1655  -0.274
93 C -0.2038 10.6648 0.4754  -0.113
94 O -0.9245 9.7142 1.3218  -0.205
95 C -1.5724 8.7627 0.5786  -0.116
96 N 1.7820 9.8120 1.8350  0.254
97 H 2.1715 9.1419 1.1873  0.156
98 H 2.5656 10.1192 2.3933  0.168
99 H 1.1219 9.3303 2.4284  0.164
100 H 3.1755 11.7698 0.6241  0.095
101 H 1.8169 12.4418 -0.4021  0.101
102 H 2.3919 10.7881 -0.4681  0.090
103 H 1.0162 11.6766 2.0486  0.150
104 H 0.0305 10.1306 -0.4454  0.114
105 H -0.8606 11.4785 0.1679  0.133
106 H -2.2290 9.2916 -0.1123  0.096
107 H -2.1736 8.1405 1.2416  0.108
108 H -0.8292 8.1427 0.0773  0.097
109 C 6.9607 -3.8273 3.8716  -0.015
110 C 6.8859 -4.0180 2.3540  -0.286
111 C 5.4597 -3.9414 1.7794  -0.180
112 O 5.4560 -4.3653 0.4061  -0.199
113 C 4.1364 -4.6559 -0.1267  -0.055
114 N 7.7775 -3.0949 1.5070  0.256
115 H 7.9339 -3.3384 0.5393  0.168
116 H 7.2484 -2.2347 1.5041  0.165
117 H 8.6370 -2.9138 2.0055  0.170
118 H 6.6867 -2.7889 4.0580  0.099
119 H 7.8498 -4.1378 4.4205  0.091
120 H 6.1940 -4.4189 4.3718  0.089
121 H 7.3156 -4.9805 2.0764  0.146
122 H 5.1160 -2.9089 1.8420  0.144
123 H 4.7563 -4.4836 2.4112  0.127
124 H 3.4228 -3.8554 0.0688  0.084
125 H 3.7776 -5.5215 0.4301  0.087
126 H 4.1888 -4.7167 -1.2137  0.099
127 C -3.9565 1.7121 7.3613  -0.029
128 C -5.0844 2.6898 7.7614  -0.240
129 C -5.1145 3.8032 6.6892  -0.181
130 O -5.8846 3.4378 5.5179  -0.215
131 C -5.3757 3.9700 4.2539  -0.022
132 N -6.4943 2.0191 7.6617  0.238
133 H -6.8910 2.3120 6.7802  0.134
134 H -6.3699 1.0227 7.7700  0.159
135 H -7.1683 2.4150 8.3012  0.165
136 H -3.7953 1.0258 8.1926  0.078
137 H -2.9494 2.1130 7.2467  0.108
138 H -4.2834 1.1553 6.4831  0.094
139 H -4.9651 3.0882 8.7689  0.152
140 H -4.0713 4.0660 6.5133  0.133
141 H -5.4045 4.7427 7.1598  0.130
142 H -4.3026 3.8191 4.1367  0.096
143 H -5.5756 5.0369 4.3539  0.096
144 H -5.8847 3.6069 3.3611  0.101
145 N 3.6435 6.3741 -0.7196  -0.731
146 O 3.7817 6.1922 0.4675  -0.023
147 O 3.3036 7.4433 -1.1516  -0.118
148 O 3.8055 5.5075 -1.5786  -0.092
149 N -5.0821 4.6456 -2.4148  -0.730
150 O -5.0354 5.3977 -1.4580  -0.101
151 O -4.4196 3.6571 -2.3755  -0.069
152 O -5.6607 4.8982 -3.4889  -0.096
153 N 1.0793 1.9514 -6.2203  -0.741
154 O -0.0027 1.3447 -6.1164  -0.067
155 O 1.4318 2.6738 -5.3004  -0.126
156 O 1.6524 1.9498 -7.2528  -0.043
157 N 7.2138 2.2679 0.1307  -0.758
158 O 7.6404 1.2217 0.5032  -0.092
159 O 7.8538 3.2409 0.0883  0.012
160 O 5.9795 2.2909 -0.1178  -0.134
161 As 3.5852 0.1068 5.5468  0.899
162 F 5.2394 0.1961 4.7961  -0.324
163 F 2.7752 -0.1463 3.9604  -0.325
164 F 2.0173 -0.0285 6.4679  -0.326
165 F 4.3512 0.5186 7.0922  -0.291
166 F 3.3961 1.8753 5.2960  -0.282
167 F 3.8706 -1.6652 5.6921  -0.342
168 As -7.8091 -2.6828 -2.6635  0.910
169 F -7.4189 -0.9486 -3.0561  -0.312
170 F -7.1861 -3.0641 -4.3697  -0.342
171 F -8.2034 -4.4233 -2.4292  -0.323
172 F -8.5554 -2.3190 -1.0832  -0.306
173 F -9.4103 -2.3615 -3.4888  -0.330
174 F -6.2094 -2.8482 -1.9601  -0.297
175 As -0.0818 6.1140 6.0768  0.895
176 F 0.3613 7.8013 6.5628  -0.320
177 F -0.8321 5.8332 7.7250  -0.333
178 F -0.4727 4.4318 5.5453  -0.321
179 F 0.7100 6.3609 4.4974  -0.311
180 F 1.4573 5.5795 6.7463  -0.276
181 F -1.6163 6.7201 5.3257  -0.328
182 C -0.7826 -9.0712 -4.4926  -0.479
183 O -1.6079 -8.6521 -5.5723  -0.106
184 O -0.4275 -10.4174 -4.8035  -0.323
185 C 0.3254 -8.0476 -3.9340  -0.609
186 F -0.1340 -7.2759 -2.9295  0.091
187 F 1.4804 -8.5618 -3.5283  0.126
188 F 0.6774 -7.2292 -4.8848  0.150
189 C -2.4451 -7.4567 -5.3813  -0.260
190 C -2.3860 -6.6086 -6.6079  -0.100
191 H -3.1621 -5.8508 -6.7157  0.075
192 H -1.4606 -6.0328 -6.6201  0.070
193 H -2.4617 -7.1719 -7.5380  0.076
194 H -2.2790 -6.8080 -4.5212  0.109
195 H -3.4708 -7.8187 -5.3116  0.102
196 H -1.4795 -9.1646 -3.6597  0.093